one.
Here is 2 unconnected molecules or ions with the total composition C4H12O3 from the OMol25 dataset. Energies are from the ωB97M-V functional and the def2-TZVPD basis.

Geometry as XYZ:
```
19
C4H12O3 | the OMol25 dataset | the ωB97M-V functional and the def2-TZVPD basis
C 1.76004 -1.03641 1.33931
O 2.58856 -0.15131 0.57357
C 0.74199 -1.71662 0.45311
C -0.26886 -0.87406 -0.23656
C -1.14764 -1.64836 -1.16358
O 0.49643 -0.03087 -1.13776
H 1.32552 -0.45129 2.17767
H 2.56005 -1.71229 1.74613
H 1.98918 0.59581 0.18823
H 0.21479 -2.62676 0.98248
H 1.19340 -2.35538 -0.36592
H -0.76718 -0.18138 0.49876
H -0.85829 -1.35183 -2.13711
H -2.29381 -1.61373 -0.94128
H -1.08128 -2.73142 -1.11400
H 0.07866 0.82041 -1.45068
H -3.31637 4.68144 -0.61024
H -2.64703 4.04754 0.52676
O -3.44883 4.49863 0.33239
```

As for the charge: 0. As for the highest occupied orbital energy: -9.84 eV. Its SMILES is C[C@H](O)CCO.O. The LUMO energy comes out at 0.16 eV. For the HOMO-LUMO gap, the calculation gives 10.0 eV.

two.
Here is 3 unconnected molecules or ions with the total composition C4H12O3 from the OMol25 dataset. Energies are from the ωB97M-V functional and the def2-TZVPD basis.

Geometry as XYZ:
```
19
C4H12O3 | the OMol25 dataset | the ωB97M-V functional and the def2-TZVPD basis
C 1.84416 -0.11231 1.73807
C 1.47874 -0.21369 0.29529
C 0.98168 0.79556 -0.45092
O 0.67222 2.00528 0.08521
C 0.43136 0.47454 -1.83007
H 1.08783 -0.67002 2.28876
H 1.76897 0.89986 2.12457
H 2.78662 -0.53780 2.07351
H 1.61181 -1.10891 -0.30055
H 0.50875 1.95077 1.02838
H -0.35660 -0.24146 -1.72854
H 1.19284 -0.05851 -2.39553
H 0.12602 1.40472 -2.29904
H -0.81551 -1.32200 0.47010
H -0.44082 -2.66535 0.95487
O -1.16839 -2.22279 0.49270
H -3.59903 -0.35642 0.29693
H -2.61812 -0.78792 -0.88332
O -3.24833 -0.14138 -0.56608
```

As for the charge: 0. As for the highest occupied orbital energy: -8.73 eV. Its SMILES is C/C=C(/C)O.O.O. The LUMO energy comes out at 0.51 eV. For the HOMO-LUMO gap, the calculation gives 9.2 eV.

Going by the computed energies, the most stable comes first: two, one.